[1]
Molecular formula: C26H33O4PRuSeSi
Method: DFT, ωB97M-V/def2-TZVPD

## Properties
- Energy relative to the best compared isomer or geometry (same formula, charge and spin): 1.1 kcal per mole
- 2S+1: 2
- LUMO level (alpha / beta): -3.31 / -4.40 eV
- Net charge: +1
- E_HOMO (alpha / beta): -11.14 / -10.98 eV
- DFT total energy: -4438.4921 hartree

Geometry (Å):
Ru: -0.14442 -0.17144 0.29398
O: 2.74021 -2.05390 0.38716
C: 2.42816 -1.00646 0.89982
O: 1.82128 0.00870 0.27986
C: 2.68239 -0.75539 2.35572
C: 3.95272 -0.88703 2.90317
C: 4.14196 -0.70388 4.26099
C: 3.06387 -0.41045 5.08854
C: 1.79828 -0.27955 4.54747
C: 1.59738 -0.44353 3.17620
P: -0.05405 -0.10956 2.49011
C: -1.15463 -1.18752 3.45669
C: -0.63912 -2.36908 3.97974
C: -1.45112 -3.24136 4.69016
C: -2.79146 -2.94735 4.87822
C: -3.32070 -1.77182 4.36095
C: -2.50719 -0.89892 3.65756
C: -0.33583 1.58430 3.11591
C: -1.00129 1.86124 4.31281
C: -1.09614 3.16369 4.78255
C: -0.51015 4.20186 4.07470
C: 0.19133 3.93232 2.90886
C: 0.28376 2.63305 2.43446
H: 4.78685 -1.13795 2.26101
H: 5.13488 -0.79391 4.68171
H: 3.21566 -0.27901 6.15150
H: 0.96394 -0.03631 5.19563
H: 0.41124 -2.59703 3.85410
H: -1.03013 -4.15069 5.09935
H: -3.42104 -3.62654 5.43799
H: -4.36307 -1.52863 4.52116
H: -2.92913 0.02410 3.29000
H: -1.43174 1.06358 4.89845
H: -1.61600 3.36354 5.71026
H: -0.57882 5.21611 4.44558
H: 0.68296 4.73610 2.37590
H: 0.86580 2.42995 1.54663
C: -3.32988 -0.24759 0.54757
O: -2.22374 0.05971 -0.31175
C: -2.40511 1.30897 -1.01915
C: -1.54697 2.36450 -0.35596
O: -0.18635 1.91334 -0.40080
C: 0.58675 2.32961 -1.53854
H: -4.24284 -0.28895 -0.04697
H: -3.42218 0.51580 1.32004
H: -3.12813 -1.21393 0.99764
H: -3.45974 1.58347 -1.02209
H: -2.09542 1.12547 -2.04875
H: -1.79796 2.45528 0.70253
H: -1.64415 3.34888 -0.81672
H: 0.73776 3.40750 -1.49079
H: 0.08165 2.06035 -2.46792
H: 1.53741 1.80905 -1.46656
C: 1.99394 -4.96167 -0.41425
Si: 0.24602 -4.64481 0.08203
C: -0.10132 -5.06039 1.85280
C: -0.98430 -5.41348 -1.07835
Se: -0.34656 -2.37891 -0.37874
H: 2.21163 -6.02192 -0.25426
H: 2.68370 -4.36006 0.17628
H: 2.15806 -4.73474 -1.46818
H: -0.09381 -6.14485 1.99311
H: -1.07263 -4.68423 2.17262
H: 0.67095 -4.63462 2.49609
H: -0.91628 -6.50344 -1.01484
H: -0.78696 -5.12389 -2.11160
H: -2.00760 -5.12688 -0.83088

=====

[2]
Molecular formula: C26H33OPPtS3Te
Method: DFT, ωB97M-V/def2-TZVPD

## Properties
- Energy relative to the best compared isomer or geometry (same formula, charge and spin): 13.2 kcal per mole
- 2S+1: 3
- LUMO level (alpha / beta): -5.04 / -7.58 eV
- Net charge: +2
- E_HOMO (alpha / beta): -13.45 / -13.93 eV
- DFT total energy: -3008.5382 hartree

Geometry (Å):
Pt: -2.03495 0.17149 -0.44382
C: -3.36575 -2.08341 1.69438
C: -3.15255 -0.96581 2.69838
S: -1.92715 0.30319 2.16138
C: -2.82505 1.87179 2.46888
C: -4.11335 2.07709 1.69728
S: -3.91785 1.87619 -0.12162
C: -5.33535 0.77519 -0.48792
C: -5.38845 -0.57111 0.21578
S: -3.89025 -1.61661 0.00168
H: -4.10215 -2.79221 2.08028
H: -2.42855 -2.61441 1.50918
H: -2.73445 -1.39501 3.61158
H: -4.08185 -0.46721 2.96478
H: -2.09825 2.63909 2.19448
H: -3.01835 1.93059 3.54248
H: -4.45015 3.10379 1.84558
H: -4.91135 1.41829 2.03368
H: -5.29615 0.64659 -1.56942
H: -6.23535 1.34189 -0.24212
H: -6.20305 -1.14461 -0.22962
H: -5.59345 -0.47301 1.27818
C: -1.94045 0.92359 -4.30712
Te: -2.09215 -0.75461 -2.97052
C: -0.16355 -1.60311 -3.34622
H: -1.12495 1.59069 -4.04032
H: -2.89075 1.44799 -4.27042
H: -1.79175 0.54089 -5.31292
H: -0.19535 -2.10851 -4.30742
H: 0.02615 -2.33211 -2.56502
H: 0.61585 -0.84751 -3.33182
O: 0.20115 -0.30361 0.07108
P: 1.69345 -0.12651 0.12588
C: 2.34195 -0.47831 1.78558
C: 3.49385 -1.23651 1.95628
C: 3.96315 -1.48931 3.23408
C: 3.30205 -0.96871 4.33598
C: 2.16025 -0.19931 4.16308
C: 1.67725 0.04479 2.88948
C: 2.18085 1.56819 -0.28072
C: 3.50425 1.94669 -0.07452
C: 3.90185 3.22209 -0.42992
C: 2.98475 4.10519 -0.97842
C: 1.66375 3.72699 -1.16892
C: 1.25575 2.45189 -0.81442
C: 2.49415 -1.25161 -1.05322
C: 2.19505 -2.60121 -0.88602
C: 2.70395 -3.53191 -1.77262
C: 3.47485 -3.10741 -2.84522
C: 3.74705 -1.76161 -3.02942
C: 3.27095 -0.82741 -2.12322
H: 4.02175 -1.61951 1.09418
H: 4.85595 -2.08021 3.36788
H: 3.68725 -1.14761 5.32838
H: 1.66355 0.22309 5.02238
H: 0.79415 0.64669 2.72628
H: 4.21635 1.25059 0.34868
H: 4.92815 3.52539 -0.28672
H: 3.30625 5.09669 -1.25562
H: 0.97035 4.42979 -1.60302
H: 0.22305 2.13039 -0.95812
H: 1.57505 -2.89661 -0.04822
H: 2.50025 -4.58311 -1.63302
H: 3.86355 -3.83041 -3.54302
H: 4.33655 -1.43681 -3.87282
H: 3.50845 0.22009 -2.24372

=====

[3]
Molecular formula: C26H34AlBBeCl7F9IMgN4NaO6S2
Method: DFT, ωB97M-V/def2-TZVPD

## Properties
- 2S+1: 1
- LUMO level: -10.55 eV
- Net charge: +2
- E_HOMO: -11.64 eV
- DFT total energy: -7538.5220 hartree

Geometry (Å):
N: 0.09220 -1.07704 -6.83439
C: 1.06361 -1.96823 -6.08265
O: 1.65212 -2.95888 -6.75770
C: 1.37095 -1.61744 -4.47654
C: 1.42297 -3.02046 -3.62973
N: 0.15743 -3.27447 -2.78381
I: 0.45701 -5.19069 -1.97206
C: -1.02664 -3.39037 -3.71863
C: -2.40976 -3.93400 -3.02631
O: -3.49484 -2.94083 -3.32179
C: -0.01424 -2.26042 -1.67428
C: 1.09599 -2.40340 -0.45052
C: 1.35873 -0.90417 0.24291
S: 0.90616 -1.06213 2.05358
C: 0.27069 0.58068 2.75462
S: -1.32358 1.01702 2.35761
N: 1.22807 1.34775 3.63854
C: 1.34744 2.80647 3.25880
C: 1.12611 3.43955 1.75143
C: 1.26961 5.06660 1.39381
C: 1.70163 6.15805 2.57699
C: 1.97213 5.53261 4.06962
C: 1.78702 3.91102 4.43535
C: 0.82985 1.14232 5.08333
C: -0.62772 1.47474 5.75629
C: -1.03272 1.18594 7.34607
C: 0.16640 0.52054 8.30354
C: 1.67420 0.19057 7.70045
C: 1.97357 0.48242 6.11007
H: -0.59704 -1.64982 -7.40326
H: 0.64125 -0.52819 -7.56198
H: 0.51018 -0.87998 -4.15756
H: 2.42712 -1.08581 -4.48182
H: 1.49052 -3.96371 -4.35351
H: 2.40408 -3.05189 -2.97610
H: -0.71829 -4.12647 -4.59885
H: -1.30930 -2.36791 -4.26502
H: -2.77086 -4.93506 -3.56421
H: -2.38158 -4.02688 -1.85984
H: -4.33010 -3.42551 -3.60717
H: -1.07687 -2.35248 -1.13910
H: 0.05790 -1.14072 -2.04070
H: 0.62308 -3.16106 0.34136
H: 2.13177 -2.85827 -0.82196
H: 0.77567 -0.04497 -0.29658
H: 2.54303 -0.76697 0.20537
H: 0.81619 2.75409 0.85100
H: 1.07212 5.50648 0.30819
H: 1.84091 7.30723 2.39960
H: 2.30387 6.27308 4.94516
H: 2.01613 3.62405 5.54931
H: -1.46727 1.94736 5.09122
H: -2.12133 1.41956 7.77315
H: -0.05027 0.27551 9.43460
H: 2.56350 -0.25264 8.33662
H: 3.03092 0.24034 5.67117
C: 3.91265 -0.60041 11.78353
Cl: 2.77991 0.05611 10.57509
Cl: 5.58688 -0.29460 11.25605
Cl: 3.63067 0.19220 13.35412
Cl: 3.65327 -2.35535 11.94887
B: -2.97437 0.52236 -1.91917
F: -2.93820 -0.41627 -0.80944
F: -1.80992 0.31752 -2.76522
F: -4.18307 0.30619 -2.69752
F: -2.96618 1.88202 -1.40432
C: -5.88355 3.05980 0.69150
Cl: -4.43816 2.43071 1.50058
Cl: -7.32641 2.17844 1.22139
Cl: -6.06516 4.79470 1.00243
H: -5.76670 2.91335 -0.38532
N: -1.78941 6.93620 2.88623
O: -2.93362 6.45266 2.89505
O: -1.18843 7.12913 3.95608
O: -1.24624 7.22668 1.80762
Na: 0.13383 -3.14180 -7.87302
Mg: 4.00581 -4.10598 13.64484
F: -9.28479 6.61805 -1.19232
Al: -7.93956 7.80692 -1.04887
F: -8.58032 9.47143 -1.29828
F: -6.68918 7.45187 -2.29539
F: -7.20406 7.68625 0.59062
F: 3.77918 -3.17097 -1.30002
Be: -1.37817 3.71110 7.21961
C: 4.78175 -5.51505 -8.64371
C: 3.51781 -5.85526 -9.38708
O: 2.61200 -5.03336 -9.51626
C: 3.40504 -7.24008 -9.96633
H: 4.72306 -4.48321 -8.28147
H: 4.89854 -6.18109 -7.78500
H: 5.64141 -5.60245 -9.31294
H: 3.46041 -7.98299 -9.16660
H: 4.20329 -7.40444 -10.69451
H: 2.44034 -7.34347 -10.47450